# C22H29F7MoN6S3SbSi

A structure of composition C22H29F7MoN6S3SbSi (wB97M-V/def2-TZVPD, the OMol25 dataset).

XYZ file:
```
70
C22H29F7MoN6S3SbSi | the OMol25 dataset | wB97M-V/def2-TZVPD
Mo -0.2418 -0.1834 -0.6686
C 2.2564 -4.4385 -2.8891
S 0.5024 -4.1781 -3.2145
C 0.2404 -2.5253 -2.7725
S 1.4847 -1.5324 -2.0766
N -0.9587 -2.0878 -3.0703
N -1.0664 -0.8062 -2.6514
C -1.7210 0.0483 -3.3366
C -1.4008 1.4276 -2.9947
C -1.8363 2.5065 -3.7437
C -1.2286 3.7370 -3.5591
C -0.1716 3.8315 -2.6704
C 0.1826 2.7182 -1.9284
N -0.4554 1.5513 -2.0316
H 2.4803 -5.4050 -3.3373
H 2.8520 -3.6663 -3.3702
H 2.4467 -4.4687 -1.8185
H -2.3001 -0.2287 -4.2094
H -2.6164 2.3591 -4.4777
H -1.5477 4.5976 -4.1319
H 0.3812 4.7503 -2.5377
H 1.0023 2.7511 -1.2281
C 3.5196 0.5474 -1.2941
Si 2.7607 0.1780 0.3847
C 2.5052 -1.5666 0.9783
C 4.1498 0.7507 1.5246
N 1.1015 0.9642 0.3631
C 0.8196 2.1187 1.1437
C 1.7376 2.6605 2.0603
C 1.5169 3.8201 2.7833
C 0.3359 4.5278 2.6428
C -0.6160 4.0257 1.7765
C -0.3728 2.8622 1.0746
F -1.3876 2.4560 0.2808
H 4.2014 -0.2526 -1.5948
H 4.1087 1.4641 -1.2012
H 2.8039 0.6771 -2.1036
H 3.3210 -2.2118 0.6412
H 1.5939 -2.0782 0.6855
H 2.5294 -1.5514 2.0725
H 4.9593 0.0501 1.2930
H 3.9332 0.6475 2.5892
H 4.5203 1.7588 1.3328
H 2.6629 2.1492 2.2246
H 2.2846 4.1630 3.4647
H 0.1558 5.4413 3.1925
H -1.5677 4.5175 1.6190
F -0.6299 -2.0274 -0.3071
Sb -0.2043 -4.8574 0.4035
F 1.7640 -4.6547 0.2621
F -0.6802 -6.2901 -0.8442
F -0.0079 -6.2160 1.6986
F -2.1698 -4.5620 0.6825
F -0.1550 -3.5669 1.9113
C -3.5711 1.3887 2.3469
N -3.4147 -0.0425 2.2164
C -4.2797 -0.9693 2.6666
C -3.8500 -2.2111 2.2277
N -2.7633 -2.0431 1.4954
C -2.4542 -0.6533 1.3077
S -2.7251 -0.1146 -0.4379
H -4.1871 1.5912 3.2200
H -4.0338 1.8072 1.4517
H -2.5984 1.8569 2.4825
H -5.1340 -0.7173 3.2709
H -4.2528 -3.1896 2.4283
H -2.2002 -2.8218 1.1301
C -1.0064 -0.2404 1.3845
H -0.3883 -1.0227 1.8351
H -0.9193 0.6794 1.9518
```

Output
2S+1	4
charge	0
E_LUMO (alpha / beta)	-0.06274 / -0.06241	hartree
DFT total energy	-3675.91189	hartree
frontier orbital gap (alpha / beta)	0.2087 / 0.2435	Ha
highest occupied orbital energy (alpha / beta)	-7.39 / -8.32	eV

So, what does the natural (NBO) scheme give us? The charges, in e, come out as: 1.150 -0.763 0.392 -0.058 -0.100 -0.369 -0.179 0.049 0.191 -0.223 -0.130 -0.247 0.102 -0.444 0.237 0.227 0.270 0.225 0.235 0.230 0.235 0.235 -1.152 1.819 -1.166 -1.138 -0.991 0.071 -0.234 -0.195 -0.218 -0.297 0.401 -0.347 0.254 0.235 0.244 0.263 0.279 0.245 0.253 0.236 0.232 0.233 0.219 0.221 0.229 -0.566 2.596 -0.707 -0.691 -0.690 -0.724 -0.728 -0.407 -0.317 -0.013 0.052 -0.469 0.180 -0.037 0.217 0.225 0.222 0.232 0.253 0.505 -0.585 0.272 0.217

=====

# C22H29N5O2

An isolated molecule of C22H29N5O2 at a distorted geometry (wB97M-V/def2-TZVPD, the OMol25 dataset).

XYZ file:
```
58
C22H29N5O2 | the OMol25 dataset | wB97M-V/def2-TZVPD
C -4.0559 2.4878 0.0394
C -4.4736 1.0231 -0.0639
C -5.3858 0.6121 1.1032
C -5.9229 -0.7969 0.8634
C -4.7707 -1.7650 0.6060
C -3.8648 -1.2285 -0.5165
C -2.7660 -2.2282 -0.8621
N -3.3465 0.1052 -0.2191
C -2.3340 0.1648 0.8240
C -0.9110 0.2472 0.2532
C -0.7482 1.4214 -0.7107
N 0.5439 1.3943 -1.3566
C 1.5670 2.1734 -0.9719
O 1.4884 3.0720 -0.1617
C 2.8870 1.8226 -1.6883
N 3.5085 0.6687 -1.0563
C 3.0344 -0.5902 -1.3828
O 2.1417 -0.7312 -2.2077
C 3.6571 -1.6872 -0.6874
C 3.4143 -3.0455 -0.7715
C 4.2770 -3.6717 0.1362
C 5.0203 -2.6924 0.7504
N 4.6462 -1.4882 0.2530
C 5.1033 -0.2172 0.5440
C 6.1080 0.0544 1.4645
C 6.5032 1.3661 1.6653
C 5.8846 2.3595 0.9213
N 4.9283 2.1173 0.0476
C 4.5197 0.8716 -0.1435
H -4.9358 3.1156 -0.0809
H -3.3454 2.7330 -0.7437
H -3.6101 2.7226 1.0022
H -5.0538 0.9227 -0.9919
H -4.8164 0.6383 2.0351
H -6.2127 1.3186 1.1935
H -6.5117 -1.1303 1.7213
H -6.5819 -0.7836 -0.0091
H -4.1870 -1.8916 1.5206
H -5.1598 -2.7446 0.3231
H -4.4866 -1.1055 -1.4144
H -3.2200 -3.1472 -1.2267
H -2.1266 -1.8273 -1.6433
H -2.1598 -2.4733 0.0058
H -2.3825 -0.7026 1.4949
H -2.4958 1.0520 1.4366
H -0.2090 0.3580 1.0831
H -0.6616 -0.6714 -0.2776
H -1.5283 1.3613 -1.4733
H -0.8251 2.3707 -0.1774
H 0.7519 0.5900 -1.9400
H 2.6932 1.5778 -2.7348
H 3.5738 2.6627 -1.5938
H 2.6968 -3.5085 -1.4175
H 4.3495 -4.7244 0.3237
H 5.7795 -2.7887 1.4999
H 6.5739 -0.7492 2.0133
H 7.2762 1.6063 2.3766
H 6.1614 3.3991 1.0230
```

Output
charge	0
SMILES	C[C@@H]1CCC[C@H](C)N1CCCNC(=O)Cn1c(=O)c2cccn2c2cccnc21
E_LUMO	0.00631	hartree
DFT total energy	-1280.04718	hartree
frontier orbital gap	0.3003	Ha
highest occupied orbital energy	-8.00	eV

So, what does the natural (NBO) scheme give us? The charges, in e, come out as: -0.615 -0.025 -0.421 -0.394 -0.422 -0.026 -0.614 -0.477 -0.231 -0.397 -0.238 -0.618 0.662 -0.626 -0.321 -0.403 0.664 -0.634 -0.001 -0.221 -0.275 -0.042 -0.293 0.094 -0.177 -0.265 0.055 -0.433 0.372 0.214 0.218 0.201 0.189 0.195 0.208 0.206 0.192 0.194 0.209 0.189 0.213 0.216 0.201 0.184 0.200 0.204 0.199 0.210 0.223 0.428 0.230 0.267 0.241 0.229 0.215 0.222 0.225 0.201

=====

# C22H30B2ClCoF4N5O9

A structure of composition C22H30B2ClCoF4N5O9 at a distorted geometry (wB97M-V/def2-TZVPD, the OMol25 dataset).

XYZ file:
```
74
C22H30B2ClCoF4N5O9 | the OMol25 dataset | wB97M-V/def2-TZVPD
Co 0.9402 -0.7294 -0.3866
C 0.6220 -3.8590 -3.0943
C 1.0916 -2.6699 -2.3326
N 1.0519 -2.5932 -1.0479
O 0.5413 -3.7089 -0.4333
B 0.4555 -3.7279 1.0160
F 1.6454 -4.1286 1.6161
F -0.6028 -4.5107 1.4032
O 0.1288 -2.2813 1.6180
N 1.1891 -1.3525 1.4522
C 2.3042 -1.4927 2.0688
C 2.5337 -2.2214 3.3516
C 3.3902 -0.6955 1.4244
N 3.1689 -0.4118 0.1877
O 4.0731 0.3440 -0.4267
B 3.9583 0.3650 -1.9567
F 4.7263 1.4489 -2.3462
F 4.5152 -0.8544 -2.4000
O 2.6067 0.5635 -2.5095
N 1.7444 -0.4583 -2.1943
C 1.7107 -1.4755 -2.9692
C 2.2823 -1.5383 -4.3446
C 4.6248 -0.3192 2.1789
H -0.4678 -3.8439 -3.0605
H 0.9796 -4.7800 -2.6331
H 0.9402 -3.8096 -4.1323
H 1.6159 -2.6942 3.6883
H 2.8709 -1.4961 4.0966
H 3.2996 -2.9882 3.2408
H 3.0519 -0.7817 -4.4595
H 1.4747 -1.3471 -5.0563
H 2.7099 -2.5183 -4.5545
H 5.0180 -1.1768 2.7281
H 4.4233 0.4785 2.8997
H 5.3746 0.0390 1.4768
C -1.4018 4.8723 -1.2827
C -2.4149 4.2395 -0.3668
C -3.7614 4.3544 -0.7171
C -4.7749 3.8966 0.0968
Cl -6.4458 4.0933 -0.4048
C -4.4888 3.3053 1.3129
C -3.1643 3.1557 1.6671
C -2.1212 3.5842 0.8410
O -0.9007 3.3573 1.3905
C 0.3412 3.3695 0.6748
C 0.5477 2.2050 -0.3236
O 0.5539 2.4626 -1.5186
O 0.7764 1.0967 0.2725
H -1.9117 5.2697 -2.1608
H -0.6403 4.1607 -1.6128
H -0.8968 5.7045 -0.7850
H -4.0114 4.8309 -1.6565
H -5.2817 2.9605 1.9625
H -2.8921 2.6857 2.6023
H 1.0785 3.2490 1.4683
H 0.5003 4.3230 0.1774
O -1.4445 -1.7486 -3.3228
N -1.7504 -0.5387 -3.0908
O -1.1176 0.0024 -2.1816
C -2.8801 -2.0482 2.1464
C -2.0380 -0.9766 1.4262
C -2.9219 -0.2299 0.4301
C -1.4929 -0.0118 2.4835
C -0.9236 -1.5846 0.6086
H -3.6529 -1.5909 2.7763
H -2.2506 -2.6783 2.7794
H -3.3708 -2.6964 1.4159
H -3.7877 0.1933 0.9507
H -3.2774 -0.9008 -0.3554
H -2.3695 0.5694 -0.0643
H -2.3174 0.5157 2.9764
H -0.8228 0.7192 2.0280
H -0.9396 -0.5556 3.2558
H -1.3250 -2.3902 -0.0087
```

Output
2S+1	2
charge	-2
E_LUMO (alpha / beta)	0.15417 / 0.15416	hartree
DFT total energy	-4099.53181	hartree
frontier orbital gap (alpha / beta)	0.2020 / 0.1996	Ha
highest occupied orbital energy (alpha / beta)	-1.30 / -1.24	eV

So, what does the Löwdin scheme give us? The charges, in e, come out as: 0.579 -0.015 -0.221 0.056 0.072 -1.039 0.149 0.180 -0.036 0.056 -0.208 -0.013 -0.232 0.073 0.054 -1.062 0.136 0.109 0.064 0.030 -0.228 0.000 -0.020 0.078 0.082 0.069 0.085 0.086 0.089 0.079 0.098 0.078 0.071 0.085 0.076 -0.038 -0.162 -0.080 -0.671 0.589 -0.124 -0.017 -0.218 -0.034 -0.079 -0.586 0.038 -0.075 0.073 0.061 0.082 0.103 0.099 0.108 0.124 0.100 -0.234 -0.292 -0.173 -0.064 -0.603 -0.049 -0.053 -0.048 0.069 0.072 0.081 0.075 0.086 0.074 0.066 0.067 0.075 0.099

=====

# C22H30BBr2N8S2Ti

A structure of composition C22H30BBr2N8S2Ti at a distorted geometry (wB97M-V/def2-TZVPD, the OMol25 dataset).

XYZ file:
```
66
C22H30BBr2N8S2Ti | the OMol25 dataset | wB97M-V/def2-TZVPD
Ti -0.7129 0.0178 -0.1690
Br 2.5095 2.9739 6.0912
C 2.0426 1.5175 4.9683
C 1.3060 0.4414 5.4578
C 0.9399 -0.5498 4.5640
N 1.2558 -0.5294 3.2761
C 2.0005 0.4780 2.8128
C 2.4211 1.5265 3.6282
C 2.4695 0.3676 1.4119
C 3.8126 0.6750 1.2092
C 4.4106 0.4569 -0.0230
Br 6.2035 0.9561 -0.3369
C 3.6439 -0.1789 -0.9940
C 2.3251 -0.4622 -0.7067
N 1.6832 -0.1346 0.4311
H 1.0197 0.3807 6.4945
H 0.3610 -1.4040 4.8912
H 3.0020 2.3432 3.2294
H 4.4100 1.0549 2.0192
H 4.0780 -0.4626 -1.9364
H 1.7530 -1.0032 -1.4490
C -4.6218 -2.2621 -0.3665
N -4.1023 -1.9695 -1.6774
C -4.2653 -2.7561 -2.7818
C -3.7424 -2.0786 -3.8359
N -3.2718 -0.8800 -3.3957
B -2.8557 0.1910 -4.4465
N -2.0169 1.3063 -3.7842
C -2.1910 2.6349 -4.0114
C -1.1912 3.3139 -3.3901
N -0.4022 2.3846 -2.7656
C 0.7953 2.6444 -2.0131
C -0.9360 1.1657 -3.0268
S -0.2582 -0.3150 -2.4705
C -3.4760 -0.8332 -2.0796
S -3.0515 0.4299 -0.9819
H -5.6143 -2.6990 -0.4626
H -4.7068 -1.3400 0.2073
H -3.9871 -2.9750 0.1653
H -4.7254 -3.7187 -2.7227
H -3.6838 -2.3412 -4.8709
H -3.8492 0.6892 -4.8508
H -2.1801 -0.3367 -5.2658
H -3.0150 2.9959 -4.5917
H -0.9793 4.3610 -3.3468
H 0.8943 3.7188 -1.8719
H 1.6744 2.2805 -2.5518
H 0.7465 2.1339 -1.0315
N -1.2624 1.6755 1.0338
C -1.2311 1.3667 2.4838
C -2.2311 0.2940 2.9311
C -2.3425 -0.9717 2.0680
C -1.0590 -1.8006 1.8569
N -0.7824 -1.9374 0.4079
H -0.7112 2.5316 0.8949
H -2.2285 1.9383 0.7919
H -1.4549 2.2692 3.0665
H -0.2122 1.0615 2.7233
H -3.2296 0.7376 2.9752
H -1.9617 0.0143 3.9512
H -2.7269 -0.6782 1.0818
H -3.1029 -1.5945 2.5444
H -1.1665 -2.7865 2.3301
H -0.1761 -1.3131 2.3074
H -1.5196 -2.4915 -0.0480
H 0.0956 -2.4559 0.2794
```

Output
2S+1	2
charge	+2
E_LUMO (alpha / beta)	-0.23101 / -0.21810	hartree
DFT total energy	-8112.74471	hartree
frontier orbital gap (alpha / beta)	0.2768 / 0.2887	Ha
highest occupied orbital energy (alpha / beta)	-13.82 / -13.79	eV

So, what does the natural (NBO) scheme give us? The charges, in e, come out as: 1.348 0.159 -0.032 -0.257 0.055 -0.457 0.149 -0.261 0.201 -0.256 -0.010 0.187 -0.267 0.067 -0.553 0.260 0.214 0.248 0.255 0.261 0.223 -0.412 -0.333 -0.067 -0.016 -0.440 0.164 -0.434 -0.014 -0.060 -0.337 -0.380 0.274 -0.157 0.270 -0.275 0.246 0.238 0.199 0.247 0.255 -0.015 -0.015 0.261 0.246 0.244 0.242 0.181 -0.920 -0.238 -0.414 -0.477 -0.302 -0.888 0.418 0.419 0.232 0.220 0.234 0.240 0.234 0.257 0.239 0.278 0.405 0.418

=====

> Which of these has the lowest DFT total energy?

C22H30BBr2N8S2Ti

=====

> DFT total energy of number 3 (C22H30B2ClCoF4N5O9)?

-4099.53181 hartree